ORCA calculation (ωB97M-V/def2-TZVPD) on a single C7H11N molecule in a non-equilibrium geometry.

```
19
Properties=species:S:1:pos:R:3:forces:R:3
C -1.3633 2.3868 0.0932 1.0 -0.1 0.5
C -0.0417 1.7977 -0.5308 -1.1 1.4 -4.0
C 0.1970 0.4312 -0.0679 0.2 -2.9 1.9
C 0.6634 0.2255 1.2463 0.4 3.3 -2.3
N 1.0306 -1.0232 1.4531 1.6 -3.1 4.6
C 0.5210 -1.8384 0.4827 -0.8 2.8 -3.3
C 0.0056 -0.9073 -0.5379 1.0 -2.1 1.7
C -0.5904 -1.5015 -1.7673 2.6 -0.4 -2.7
H -2.1842 2.3266 -0.5722 -0.6 0.2 -1.3
H -1.7511 1.6537 0.8575 0.9 1.5 0.2
H -1.2134 3.4822 0.3191 -0.4 -1.3 0.5
H 0.8566 2.4799 -0.4536 -1.0 -0.8 0.5
H -0.1792 1.8062 -1.7531 0.2 -0.2 2.9
H 0.8554 1.1437 1.7780 0.6 -0.6 1.1
H 1.5785 -1.3471 2.4024 -2.2 1.0 -3.5
H 0.6432 -2.8846 0.2321 0.3 0.1 0.9
H -0.6262 -0.7527 -2.5959 0.0 -0.5 0.5
H 0.0160 -2.4387 -2.2334 -1.1 2.2 1.3
H -1.5603 -1.8704 -1.6618 -1.7 -0.4 0.5
```
Forces are in eV/Å.

As for the energy above the lowest of the compared OMol25 structures with the same formula, charge and spin: 2.504 eV. The structure (SMILES) is CCc1c[nH]cc1C. For the total energy, the calculation gives -8925.22468 eV. Its LUMO energy is 0.94 eV. The total charge is 0. The HOMO-LUMO gap is 8.576 eV.


ORCA calculation (ωB97M-V/def2-TZVPD) on a molecular structure, C15H29MoNSi2 in a non-equilibrium geometry.

```
48
Properties=species:S:1:pos:R:3:forces:R:3
C 0.0625 -1.1721 -1.9096 0.6 -0.9 1.2
C -1.1828 -1.2288 -1.2098 0.7 -0.9 0.8
C -0.9711 -1.8473 0.0506 0.2 0.1 -1.4
C 0.4148 -2.2262 0.1474 0.2 0.0 -1.0
C 1.0629 -1.8274 -1.0928 -1.3 -0.8 -0.4
Mo 0.9333 -0.0815 0.2600 1.9 0.7 1.9
C -1.3507 1.9553 -1.0545 -1.0 2.0 2.9
C -0.6396 2.6469 -1.8928 3.1 -0.8 -2.0
C 0.3353 2.9617 -2.7544 -1.2 -0.1 0.7
N 2.5540 -0.1773 0.7335 -2.1 0.6 -1.6
H -1.7362 -2.1171 0.7584 0.1 0.2 0.1
H -2.1463 -0.9783 -1.6282 0.1 0.3 0.2
H 0.8738 -2.8043 0.9373 -0.1 0.1 -0.1
H 2.0914 -2.0284 -1.3681 -0.3 0.0 0.0
H 0.1924 -0.9151 -2.9459 0.1 0.4 0.0
H -2.1394 1.2846 -1.2805 0.0 -1.0 -0.6
H 2.8417 0.9179 -1.1427 0.2 0.1 -0.1
H -1.4900 2.3702 -0.0036 0.1 -0.3 -1.3
H 0.1463 3.5508 -3.6446 -0.1 0.5 0.4
H 1.3799 2.6231 -2.6520 -0.8 -0.3 0.1
C -2.5265 -0.6602 3.0626 -0.2 -0.3 0.3
Si -0.7168 -0.9180 3.4773 0.3 0.9 -0.7
C -0.4394 -0.4820 5.2933 -0.1 -0.1 0.1
C -0.2715 -2.7384 3.3474 0.0 -0.3 0.1
C 0.3430 0.1593 2.3523 0.7 -0.4 0.2
Si 0.4505 1.9953 2.7952 -0.2 -1.0 0.8
C 1.5675 2.1772 4.3094 0.1 0.2 -0.1
C 1.1586 3.1064 1.4659 0.1 0.1 -0.3
C -1.2700 2.6128 3.2421 0.1 0.4 -0.1
H -3.1034 -1.3022 3.7421 -0.2 0.2 -0.2
H -2.7526 -0.9433 2.0290 0.0 0.1 0.2
H -2.8368 0.3796 3.2104 0.0 -0.2 0.0
H -0.9404 -1.2617 5.8855 0.1 0.2 0.0
H 0.6250 -0.4878 5.5634 -0.2 -0.1 -0.1
H -0.8608 0.4882 5.5829 0.1 -0.2 -0.1
H -0.8285 -3.2639 2.5634 0.1 0.1 0.1
H 0.7996 -2.9051 3.1746 -0.2 0.1 0.1
H -0.5269 -3.2105 4.3076 0.1 0.0 -0.2
H 1.3602 -0.2082 2.6464 -0.6 0.4 0.2
H 2.5860 1.8350 4.0860 -0.1 0.1 0.0
H 1.6277 3.2402 4.5733 0.1 -0.1 0.0
H 1.2237 1.6328 5.1944 0.0 0.1 -0.2
H 0.4401 3.3288 0.6662 0.2 0.1 0.1
H 1.4393 4.0520 1.9568 -0.1 -0.2 -0.3
H 2.0647 2.6987 0.9994 -0.1 0.1 0.1
H -1.9700 2.4702 2.4101 0.0 0.1 0.1
H -1.6889 2.1328 4.1341 0.1 0.1 -0.2
H -1.1849 3.6893 3.4430 -0.2 -0.1 0.0
```
Forces are in eV/Å.

For the total energy, the calculation gives -35120.31687 eV. Its LUMO energy (alpha / beta) is -0.42 / -1.52 eV. The multiplicity is 3. The total charge is 0. The HOMO-LUMO gap (alpha / beta) is 6.767 / 7.103 eV.


ORCA calculation (ωB97M-V/def2-TZVPD) on a molecular structure, C11H16Cl3F3O4RuS in a non-equilibrium geometry.

```
39
Properties=species:S:1:pos:R:3:forces:R:3
C -0.8501 0.7849 -2.0000 1.1 0.0 0.0
C -1.0501 -0.5446 -2.5554 1.5 -0.4 0.6
C 0.1947 -1.2757 -2.3504 -1.2 1.7 -0.1
C -2.1932 -1.0002 -3.3653 -0.6 0.3 -1.0
C 1.1320 -0.3600 -1.7423 -0.7 0.6 -0.5
C 0.4601 0.8710 -1.5141 0.0 -0.4 -0.5
C 1.0970 2.0651 -0.9176 0.3 0.3 0.6
C -1.8194 1.9011 -2.0461 -0.1 0.0 0.2
C 0.4243 -2.6654 -2.7654 0.4 -0.8 -0.6
C 2.5577 -0.6117 -1.4679 0.2 -0.1 0.3
Ru -1.3415 -1.7324 -0.7640 0.9 5.2 1.3
Cl -2.2542 -3.5575 -0.8608 -2.4 -4.8 0.3
Cl -3.2468 -0.5081 -0.2652 -0.1 -0.4 -0.1
Cl 0.2169 -1.6911 0.8425 0.4 -0.5 0.5
H -3.1105 -0.4655 -3.0712 0.3 -0.3 -0.2
H -2.3553 -2.0711 -3.2138 -0.2 0.1 -0.3
H -1.9930 -0.8044 -4.4386 -0.2 -0.2 0.3
H -0.2781 -3.3395 -2.2509 0.5 -0.2 -0.5
H 1.4475 -2.9635 -2.4987 -0.3 -0.1 -0.2
H 0.2624 -2.7680 -3.8531 0.2 -0.2 0.3
H 2.8032 -1.6688 -1.5868 0.1 0.1 0.1
H 2.8179 -0.2799 -0.4506 -0.1 -0.1 -0.2
H 3.1717 -0.0281 -2.1670 0.0 0.0 0.0
H 1.7285 1.7663 -0.0602 -0.4 0.3 -0.4
H 0.3426 2.7607 -0.5421 0.1 -0.1 0.2
H 1.7374 2.5940 -1.6396 -0.1 -0.1 0.0
H -2.8255 1.5238 -1.8792 -0.1 0.1 0.0
H -1.7777 2.4067 -3.0153 0.0 0.0 -0.1
H -1.5889 2.6244 -1.2629 -0.1 -0.1 0.0
O -1.0096 2.4104 2.0224 0.5 -1.3 -0.2
H -0.5506 1.5240 2.1233 -0.7 1.6 -0.1
F 2.6513 1.8589 4.9726 0.4 0.3 -0.7
C 2.9443 2.0047 3.6502 -1.1 -0.5 -0.8
F 2.1664 2.9943 3.1444 0.9 -0.6 0.7
F 4.2398 2.3597 3.5310 -0.1 0.3 0.3
S 2.6180 0.4069 2.6971 -1.6 0.1 0.8
O 3.6012 -0.5242 3.2407 -0.3 0.4 -0.2
O 1.2112 0.1520 3.0291 1.9 0.0 -0.2
O 2.8486 0.8131 1.3148 0.5 -0.2 0.5
```
Forces are in eV/Å.

For the total energy, the calculation gives -78991.69035 eV. Its LUMO energy (alpha / beta) is 3.44 / 3.56 eV. The multiplicity is 5. The total charge is -2. The HOMO-LUMO gap (alpha / beta) is 2.963 / 3.011 eV.


ORCA calculation (ωB97M-V/def2-TZVPD) on a molecular structure, C20H40Al2Br3ClFN5O8S2 in a non-equilibrium geometry.

```
82
Properties=species:S:1:pos:R:3:forces:R:3
O 1.4453 -1.4967 2.5128 -1.5 0.2 0.2
S 2.6201 -0.7701 1.8748 2.0 -1.6 0.0
O 3.7519 -1.5213 2.1943 -0.8 -1.2 0.9
F 2.6047 0.6112 2.4913 -1.1 0.2 -0.3
N 2.5243 -0.6827 0.2015 -1.4 0.0 0.6
Br 2.8575 -2.4814 -0.3431 0.2 0.0 -0.2
C 1.1750 -0.3394 -0.3754 0.1 0.5 0.1
C 0.7019 1.0900 -0.0607 -0.9 -0.3 0.0
C -0.8387 1.1432 0.1413 0.2 0.0 -0.2
C -1.2759 1.4166 1.5767 0.3 0.0 -0.3
S -2.9700 0.8811 1.9381 -0.1 0.0 0.4
C -3.1029 -0.6414 1.1039 0.0 0.6 -0.3
N -3.7604 -0.7971 0.0078 0.4 -0.4 0.2
N -3.5978 -2.1349 -0.3315 -0.4 0.0 -0.5
C -2.8654 -2.6608 0.5709 0.0 0.1 -0.1
O -2.5015 -1.7727 1.5286 0.2 -0.2 0.3
H 0.4487 -1.1059 -0.0988 0.0 0.0 0.2
H 1.3215 -0.4298 -1.4489 0.0 -0.1 0.0
H 1.1802 1.4838 0.8331 0.3 0.3 -0.2
H 0.8846 1.7080 -0.9338 0.6 0.2 0.2
H -1.2545 1.9311 -0.4834 -0.1 -0.1 -0.1
H -1.2520 0.2107 -0.2426 -0.2 0.0 0.1
H -1.2936 2.4966 1.7285 -0.1 0.0 0.1
H -0.5730 1.0224 2.3055 -0.1 -0.2 0.0
H -2.5206 -3.6791 0.6123 0.1 0.0 0.2
N 3.8959 -1.7475 -3.6218 -0.2 1.3 0.4
H 3.7086 -1.2963 -2.7263 0.3 0.0 0.0
H 4.4830 -1.1261 -4.1914 0.4 -0.2 0.2
H 4.3929 -2.6218 -3.4697 0.0 -0.1 -0.2
H 2.9980 -1.9683 -4.1223 0.6 -0.3 0.1
Br 0.0124 -1.1226 3.7632 0.6 0.1 -0.4
C -8.5783 -3.7737 -3.9099 0.2 0.0 0.2
C -9.2189 -2.4046 -3.9649 -0.1 -0.2 -0.3
O -9.0823 -1.6996 -2.7175 0.0 0.1 0.0
C -7.8919 -1.1551 -2.4960 0.0 -0.1 0.0
O -6.9417 -1.1802 -3.2342 0.0 0.0 0.0
O -7.9224 -0.5671 -1.2947 0.0 0.1 0.1
C -6.6725 -0.0027 -0.8936 -0.1 0.1 0.0
H -8.9694 -4.3433 -3.0661 -0.1 0.0 -0.1
H -8.7781 -4.3213 -4.8303 0.0 0.0 0.0
H -7.4992 -3.6947 -3.7840 0.0 0.0 -0.1
H -10.2905 -2.4973 -4.1270 0.0 0.1 0.2
H -8.8130 -1.8039 -4.7777 0.1 0.1 0.1
H -6.2853 0.6739 -1.6521 0.1 -0.1 0.0
H -5.9551 -0.7859 -0.6873 0.0 0.0 -0.1
H -6.8641 0.5590 0.0172 -0.1 0.0 0.0
C 7.5976 -2.8416 -3.1671 0.2 -0.3 0.1
C 7.7139 -1.3982 -3.7201 -0.3 0.0 0.8
C 8.8166 -0.6863 -2.9078 0.7 -0.5 0.2
O 6.5505 -0.7439 -3.5501 -0.3 0.1 -0.5
H 7.3234 -2.8336 -2.1114 -0.1 0.1 0.0
H 6.8433 -3.3923 -3.7272 0.0 0.1 -0.1
H 8.5445 -3.3787 -3.2682 0.0 0.0 -0.1
H 8.0941 -1.4937 -4.7533 -0.3 0.1 -0.1
H 8.5639 -0.6305 -1.8358 -0.3 0.0 -0.1
H 8.9391 0.3319 -3.3163 -0.5 -0.5 -1.0
H 9.7886 -1.1871 -2.9936 0.1 0.2 0.0
Al 9.5052 1.6085 -2.1387 0.2 0.7 0.8
Br 2.9686 -3.8479 -5.1590 -0.4 -0.7 -0.5
Cl 5.1749 0.2728 1.5482 1.7 1.8 -0.6
C -7.8186 3.3487 2.2646 -0.5 -0.1 0.0
C -6.3758 2.7591 2.1006 0.4 0.8 0.6
C -5.6677 2.7430 3.4654 -0.2 -0.8 0.5
O -5.7101 3.5406 1.2588 -0.1 -0.3 -0.3
H -7.7812 4.3709 2.6399 0.2 0.0 -0.1
H -8.3393 3.3444 1.3114 0.1 0.0 -0.1
H -8.3837 2.7342 2.9702 0.1 -0.1 0.0
H -6.5192 1.6992 1.8121 0.0 0.1 -0.4
H -5.6056 3.7827 3.8474 -0.3 -0.1 -0.6
H -4.6660 2.3195 3.3486 0.0 0.3 0.1
H -6.2021 2.1463 4.2124 0.0 0.1 0.0
Al -4.7447 4.9492 5.2194 0.2 0.2 0.2
N 6.9488 1.8765 4.2261 0.0 0.0 0.1
C 7.2071 3.0706 3.6270 -0.1 -0.1 0.0
C 8.3059 3.6369 4.2563 0.1 0.0 0.1
C 8.7160 2.7460 5.2600 0.1 0.1 -0.1
C 7.8567 1.6591 5.2182 -0.1 0.0 0.0
H 6.2001 1.2520 3.9701 0.1 -0.1 -0.3
H 6.5986 3.4219 2.8118 0.0 0.0 0.0
H 8.7524 4.5851 4.0104 0.0 0.0 0.0
H 9.5405 2.8704 5.9406 0.0 0.0 0.0
H 7.8257 0.7621 5.8123 0.0 0.0 0.0
```
Forces are in eV/Å.

For the total energy, the calculation gives -305417.86451 eV. Its LUMO energy is -10.08 eV. The total charge is +2. The HOMO-LUMO gap is 1.045 eV.